[1]
ORCA calculation (wB97M-V/def2-TZVPD) on a molecular structure, C44H66BN2O4Rb at a distorted geometry.

```
118
Properties=species:S:1:pos:R:3:mulliken_charge:R:1
C 0.937 -2.874 -0.502 -0.960
C -5.201 0.489 1.055 -1.567
C 2.117 -0.927 -4.933 -2.402
C 0.709 -1.808 -1.428 1.368
C 4.991 -4.428 -2.501 -1.671
B 0.509 3.357 0.497 -0.827
H -4.149 -4.807 0.302 0.358
C 1.073 5.494 -0.223 0.449
H 4.441 -6.824 -1.439 0.452
C -4.385 -5.433 3.691 -1.762
C 1.462 -1.854 -2.659 -0.810
H 2.936 -2.884 -3.792 0.366
C -2.430 -3.265 2.776 -0.269
H 0.118 -3.955 1.134 0.007
C -4.039 -5.382 1.225 -1.669
C -3.730 -0.799 2.631 -0.618
H -6.515 -3.822 3.053 0.375
H -3.330 -5.646 3.873 0.303
H 4.104 0.395 3.047 0.305
C -4.405 -2.012 2.492 0.270
H 3.185 -0.896 -4.694 0.380
H 3.533 10.028 -1.577 0.438
H 2.195 -6.216 -3.451 0.357
H 4.055 -1.745 1.751 0.257
C 1.589 0.624 -3.088 -1.613
C 1.726 6.659 -0.574 -0.926
H 3.128 -5.074 -4.418 0.274
C -4.578 0.481 2.462 1.924
H -2.144 6.319 -0.850 0.435
C 0.156 -2.904 0.787 -1.144
C 3.701 -6.065 -1.167 -2.198
H 3.260 0.179 -0.595 -0.098
Rb -0.391 0.573 0.916 1.451
H 1.771 10.330 -3.216 0.434
C 3.034 -1.491 1.392 -0.676
H -4.915 -6.389 3.604 0.447
H 4.013 -5.609 -0.224 0.372
H 5.722 -5.214 -2.728 0.461
H -0.033 10.317 -0.712 0.319
C 1.829 -3.899 -0.795 0.381
H 2.645 0.646 -2.795 0.192
C -4.569 -4.585 2.425 2.274
H -4.541 2.623 2.472 0.466
C 1.242 -0.746 -3.692 2.593
H -6.569 -5.334 2.131 0.456
H -5.818 1.385 0.918 0.454
H -4.423 0.492 0.289 0.295
H -6.314 1.400 3.385 0.464
H -0.899 -0.581 -3.328 0.288
C -0.419 7.603 -1.132 -0.293
H -0.464 -1.716 -4.618 0.339
H 1.906 -0.109 -5.629 0.476
H 2.395 0.114 3.470 0.173
C 2.586 -3.931 -1.961 -0.221
H 0.984 0.838 -2.209 0.292
H 1.911 -1.871 -5.450 0.407
C -2.316 -0.804 2.900 0.982
H -1.020 8.430 -1.494 0.322
C -0.221 -0.750 -4.162 -1.765
H -1.890 -4.211 2.817 0.117
C 3.595 -5.031 -2.288 2.052
H 1.699 8.591 -3.571 0.377
H -4.587 -6.326 1.115 0.446
C -5.714 0.488 3.496 -1.762
H 2.981 -1.808 0.352 -0.074
C -0.295 5.373 -0.320 1.106
H -6.269 -3.798 1.304 0.356
H -5.305 0.468 4.510 0.357
H 2.296 -3.355 2.154 0.276
C 3.530 0.619 0.367 -0.615
C 0.967 7.746 -1.040 0.424
H 2.848 1.609 2.665 0.238
H -3.023 1.915 1.883 0.335
C -1.687 -2.106 2.897 0.521
H -6.380 -0.372 3.386 0.288
N 0.644 -2.043 1.884 1.317
C -0.197 -2.201 3.100 -1.524
H 2.747 -6.570 -0.991 0.373
H 1.429 1.416 -3.829 0.500
O -0.677 4.128 0.074 -0.419
C -3.810 -3.267 2.573 -0.628
H -3.347 1.905 3.590 0.342
H 2.804 6.707 -0.481 0.475
C 3.056 0.539 2.713 -1.014
O -0.118 -0.866 -1.167 -1.033
C -3.821 1.808 2.615 -1.984
H 4.992 -3.713 -3.326 0.297
H 0.234 9.454 -3.106 0.315
H 5.318 -3.896 -1.603 0.337
H 0.024 -3.184 3.558 0.375
O -1.618 0.246 3.110 -1.074
C 2.036 -2.283 2.227 -1.749
H -2.978 -5.616 1.337 0.319
H 1.510 11.171 -0.882 0.432
C 1.048 10.220 -0.593 -1.636
C -1.069 6.417 -0.773 -1.838
C 2.369 -2.881 -2.866 0.110
H -0.368 0.030 -4.919 0.433
H -5.829 -0.389 0.883 0.272
H 4.629 0.543 0.488 0.276
N 2.812 -0.058 1.424 1.071
C 3.183 -5.764 -3.572 -1.680
H 0.110 -1.420 3.800 0.439
H 3.413 8.882 -0.233 0.402
H 2.160 -2.023 3.281 0.852
C 3.127 9.058 -1.273 -2.138
H -4.769 -4.899 4.564 0.353
C 1.308 9.380 -2.925 -1.632
H 3.600 8.287 -1.887 0.402
O 1.596 4.328 0.244 -0.880
H 3.250 1.674 0.346 0.122
H -5.472 -1.962 2.301 0.227
H 3.901 -6.555 -3.821 0.467
C -6.067 -4.365 2.216 -2.175
H -0.872 -2.603 0.585 0.430
H 1.251 10.044 0.466 0.380
H 1.938 -4.685 -0.052 0.287
C 1.609 9.076 -1.450 2.196
```

Summary:
E_HOMO   -1.1947 eV
Max |F|   1.4 eV/A
Charge   -2
Energy above the lowest of the compared OMol25 structures with the same formula, charge and spin   0.000 eV
Orbital gap   4.95 eV
Electronic energy   -2175.73343 hartree



[2]
ORCA calculation (wB97M-V/def2-TZVPD) on 18 unconnected molecules or ions with the total composition C44H66ClN20O2S at a distorted geometry.

```
134
Properties=species:S:1:pos:R:3:mulliken_charge:R:1
H -4.843 2.185 -2.054 0.306
N -1.722 -8.158 -5.989 -0.390
C 1.082 4.461 -3.809 -0.577
N 4.046 3.293 3.019 -0.435
C 0.302 -8.790 0.216 -0.815
C 6.606 0.829 -0.122 -0.924
H 3.837 0.784 4.983 0.249
C 0.475 -7.743 -7.360 -0.731
C -3.707 8.252 5.733 0.506
C -4.734 2.393 -4.171 0.386
H 1.691 4.003 5.756 0.362
H -3.222 2.481 -2.674 -0.194
H -7.834 8.679 5.318 0.262
C 4.059 -4.585 -1.730 0.285
C -3.243 6.788 2.809 -0.472
H 1.551 -8.450 -4.593 -0.089
H 1.051 3.955 -2.750 0.322
H 0.124 -4.846 4.445 0.208
C -0.696 1.830 -2.853 -0.544
H 3.653 -1.939 -5.507 -0.165
H 0.823 5.107 4.693 0.293
H -2.676 -2.384 -0.124 0.227
C 3.464 -4.789 -3.057 -0.212
C 6.498 1.094 -1.563 0.445
C -4.016 -1.166 -2.798 0.489
H -4.763 8.037 7.569 0.276
H -1.263 0.472 -1.247 0.078
H 6.680 1.755 0.454 0.288
H 2.387 -4.595 -3.051 0.252
N -5.092 2.129 -5.236 -0.436
C 4.359 -2.401 -6.203 -0.365
C -2.027 -0.363 5.736 -0.387
N -0.300 -2.194 5.002 -0.346
C -3.847 2.187 4.078 0.382
O 5.837 1.850 -4.172 -0.304
C -4.278 2.728 -2.816 -0.348
C -4.611 -1.365 -4.126 -1.024
C 0.094 3.685 -4.883 -0.746
N 0.010 -7.701 3.021 -0.443
H 0.548 -8.886 1.277 0.322
C -3.838 7.706 7.089 -0.867
H 4.399 3.887 -2.893 0.353
N 4.526 -4.424 -0.687 -0.441
N 0.753 -6.361 -0.664 -0.402
H 3.110 5.443 -4.040 0.322
C 3.513 3.318 -3.410 -0.758
N -1.081 0.230 0.770 -0.733
H 1.796 -5.364 4.258 0.301
H 2.919 2.832 -2.531 0.402
H -2.933 7.790 2.500 0.467
C 2.761 -8.485 -2.840 0.310
H 0.817 -7.685 -3.188 0.322
H -2.591 3.419 2.876 -0.252
N -5.982 6.836 3.484 -0.393
H 0.629 0.862 -6.195 0.342
H 0.909 -9.440 -3.287 0.370
N -1.511 4.964 2.062 -0.583
C 2.653 4.396 -4.268 -0.534
C -1.604 -0.800 0.806 0.713
H -0.748 -9.073 0.100 0.298
C 3.908 -3.732 -6.626 0.269
N -1.400 3.695 6.497 -0.440
H -3.102 -2.109 1.561 0.312
H -8.701 8.478 3.799 0.326
C 2.098 -3.128 8.038 -0.751
H 5.329 -2.444 -5.699 0.324
H 2.343 -3.222 9.100 0.310
H 0.902 3.392 4.305 0.170
H 4.467 -1.722 -7.054 0.391
N 2.556 -0.706 7.147 -0.364
H 4.183 0.125 3.387 0.311
H 0.898 -9.533 -0.323 0.265
H -2.513 1.703 2.488 0.007
C -6.744 7.638 3.813 0.372
H -3.849 6.612 7.084 0.298
C 3.845 2.228 3.417 0.339
H -3.015 -0.543 5.302 0.298
H 0.577 -8.455 -8.184 0.272
C -0.127 2.201 -4.279 0.448
H 0.662 3.578 -5.884 0.364
H -4.229 6.607 2.378 0.356
H 0.495 -6.739 -7.795 0.262
H -1.725 2.315 3.939 -0.166
N -3.548 -1.009 -1.754 -0.396
C -7.713 8.659 4.231 -0.894
H 1.367 -7.842 -6.735 0.225
C 0.555 -7.431 -0.277 0.384
C 0.826 -5.319 3.754 -0.709
H 5.737 0.281 0.253 0.227
H -0.880 4.288 -5.035 0.305
N -3.604 8.680 4.665 -0.469
C 1.452 -8.517 -3.506 -0.468
C -2.270 -2.106 0.851 -0.652
H 0.709 5.556 -3.627 0.390
N -0.895 0.541 -2.233 0.731
N 3.791 -8.461 -2.315 -0.449
C 0.230 0.851 -5.114 -0.266
H -2.150 -0.337 6.822 0.326
C -1.060 -1.388 5.325 0.275
N 3.552 -4.781 -6.953 -0.403
H 7.492 0.231 0.111 0.295
Cl 3.456 0.069 -4.061 -0.172
H -1.582 -2.900 1.155 0.230
C 2.356 -1.772 7.541 0.325
C 0.368 -6.652 3.343 0.362
H -7.402 9.661 3.921 0.272
H -4.473 -2.390 -4.479 0.328
S 4.315 1.981 -4.443 0.871
C -0.431 3.875 5.895 0.373
H -3.009 8.018 7.731 0.310
H -4.164 -0.701 -4.871 0.260
H -4.392 3.795 -2.604 0.351
H 2.671 4.215 -5.413 0.385
H 3.908 -4.125 -3.805 -0.092
N -0.568 -0.577 -2.889 -0.636
C -0.755 -7.975 -6.592 0.385
H -1.713 0.637 5.423 -0.164
H -5.686 -1.166 -4.119 0.336
O 4.170 2.186 -5.953 -0.611
C -2.273 5.768 2.391 0.400
H 0.938 -4.650 2.897 0.237
C 0.801 4.105 5.128 -0.729
H 1.046 -3.406 7.922 0.249
H -3.364 6.807 3.892 -0.148
C -0.060 -0.427 -4.217 -0.360
H 2.691 -3.874 7.502 0.237
H 2.539 0.592 3.810 0.216
H 3.606 -5.814 -3.409 0.157
C -2.615 2.416 3.312 0.462
H -1.007 2.748 -2.194 0.591
N -4.817 2.011 4.679 -0.505
C 3.590 0.873 3.921 -0.669
N 6.411 1.307 -2.703 -0.357
H 0.200 -1.442 -4.745 0.452
```

Summary:
E_HOMO   -9.1618 eV
Max |F|   13.8 eV/A
Charge   +1
Orbital gap   4.30 eV
Electronic energy   -3819.34803 hartree



[3]
ORCA calculation (wB97M-V/def2-TZVPD) on 11 unconnected molecules or ions with the total composition C44H66O33 at a distorted geometry.

```
143
Properties=species:S:1:pos:R:3:mulliken_charge:R:1
O 12.854 20.788 5.399 -0.278
H 5.499 17.986 9.167 -0.497
O 10.097 12.889 11.134 -0.653
O 9.813 11.225 8.194 -0.322
H 14.691 20.072 5.632 0.150
H 9.451 20.779 4.531 0.167
O 14.466 15.712 2.085 -0.576
H 8.161 18.359 2.391 0.410
H 8.125 10.881 7.259 0.309
H 8.863 19.455 9.085 -1.134
C 8.828 18.604 6.479 0.117
O 8.940 20.782 10.910 -0.381
C 8.086 17.884 3.369 -1.416
C 9.847 21.797 10.873 0.530
H 15.218 21.305 8.481 0.247
C 8.075 13.231 5.708 -1.368
H 15.243 18.935 9.309 0.025
C 14.269 22.040 6.847 0.406
C 8.461 16.817 13.234 0.323
H 5.336 16.843 14.191 0.431
H 9.873 21.129 7.965 0.105
O 12.092 13.564 12.211 -0.226
H 6.764 17.225 10.891 -0.678
H 13.153 13.248 14.039 0.268
O 12.613 19.429 9.354 -0.293
H 6.640 20.277 8.683 0.328
H 10.906 16.591 7.592 -0.006
H 13.520 19.973 6.954 -0.391
H 14.554 22.971 8.780 0.415
H 11.891 20.299 13.413 0.082
O 13.468 18.993 15.219 -0.160
O 15.501 14.131 10.091 -0.586
C 4.704 17.318 9.499 0.627
H 15.857 19.571 10.807 0.558
H 17.814 17.372 4.539 0.371
O 3.497 17.726 8.791 -0.486
H 16.233 14.982 5.598 0.298
H 18.575 15.717 4.548 0.351
H 15.666 17.906 5.287 -0.122
C 11.823 20.461 14.489 -1.071
C 15.280 16.890 5.208 0.274
H 14.005 20.856 14.452 0.326
O 12.015 11.325 7.470 -0.559
O 16.171 15.444 3.559 -0.380
H 14.396 18.681 10.782 0.043
H 6.102 14.557 7.968 0.154
H 15.068 22.440 6.222 0.363
H 7.153 13.438 6.250 0.334
C 6.198 15.512 8.485 -0.889
O 8.490 18.063 7.523 -0.038
H 13.402 15.682 14.370 0.409
C 13.241 20.384 15.070 0.322
H 6.429 15.151 12.086 0.193
O 3.972 15.834 7.796 -0.425
C 13.363 20.918 16.501 -0.412
C 11.104 13.737 14.304 -0.571
C 13.400 18.671 16.479 0.549
O 9.550 16.918 13.809 -0.626
H 7.791 20.355 4.220 0.284
H 13.477 21.585 8.739 0.102
H 9.232 13.797 7.491 -0.241
H 14.639 16.773 6.081 -0.102
O 7.632 15.844 13.419 -0.279
C 15.895 15.225 10.516 0.573
C 10.746 13.355 12.123 0.594
H 8.353 21.887 8.017 0.273
C 14.392 21.998 8.316 -1.004
O 8.501 19.769 6.131 -0.311
H 4.403 17.499 10.531 0.080
C 12.361 21.968 5.502 0.587
C 3.171 16.893 7.768 0.544
C 4.839 15.899 8.985 0.750
H 10.135 18.734 3.706 0.419
H 8.007 12.395 5.012 0.384
H 6.565 21.339 10.083 0.424
O 12.404 17.321 8.712 0.087
H 11.647 21.536 14.498 0.383
O 9.847 22.254 9.650 -0.384
C 9.122 21.480 8.673 -0.257
H 17.293 17.565 10.075 0.372
C 9.031 12.963 6.819 1.285
H 13.818 15.575 12.731 -0.400
H 5.949 18.063 12.014 0.470
O 13.114 22.771 6.460 -0.367
C 13.943 20.631 6.194 0.386
H 12.497 21.465 16.874 0.266
C 12.432 13.903 13.550 0.493
H 11.051 19.897 15.013 0.372
O 9.387 17.942 5.459 -0.278
H 10.900 14.448 15.105 0.310
H 17.248 17.397 12.284 0.384
C 6.537 16.055 12.686 0.370
C 16.372 15.809 4.901 0.636
H 8.326 16.834 3.208 0.357
C 5.250 16.012 13.491 -1.647
C 14.935 15.827 3.195 0.534
C 10.450 16.794 9.581 1.054
H 12.482 14.876 9.740 0.000
C 16.348 16.902 11.920 -0.502
C 10.844 11.687 7.364 0.601
H 7.951 11.930 8.562 0.284
C 16.291 17.428 10.482 0.332
H 12.208 15.986 13.122 0.149
H 14.275 21.503 16.624 0.282
O 11.379 22.265 4.832 -0.644
H 11.006 12.761 14.780 0.315
H 12.956 14.735 8.088 0.462
C 8.696 20.017 4.725 -0.295
O 8.011 17.845 12.504 -0.207
C 12.119 15.024 8.723 -0.421
H 5.146 14.995 13.870 0.387
O 16.455 15.495 11.719 -0.403
H 15.446 17.082 12.506 0.269
H 11.482 14.156 8.552 -0.562
O 10.753 18.081 9.916 0.011
O 2.240 17.210 7.083 -0.553
C 15.400 18.689 10.359 -0.953
C 8.621 11.732 7.726 -0.529
H 10.662 16.388 10.570 -0.052
C 7.014 20.425 9.696 -1.397
C 11.402 16.363 8.535 0.620
H 6.916 15.409 9.299 0.267
C 17.839 16.383 4.998 -1.315
H 9.418 16.801 9.231 -0.547
C 13.014 15.315 13.420 -0.427
O 10.160 13.688 13.208 -0.279
C 11.976 18.409 9.394 -0.439
C 8.575 20.388 9.570 2.647
H 6.701 16.232 7.840 0.138
H 6.647 19.675 10.396 -0.029
O 10.273 12.436 6.370 -0.386
O 10.527 22.336 11.760 -0.620
O 13.631 17.593 16.926 -0.548
H 7.153 17.892 3.933 0.347
O 13.372 19.805 17.246 -0.386
C 9.181 18.650 4.226 0.224
H 4.433 16.272 12.818 0.380
H 4.536 15.203 9.767 0.185
O 15.619 16.337 9.929 -0.061
C 6.776 17.354 11.973 0.869
H 17.995 16.615 6.052 0.306
O 14.414 16.642 4.116 -0.249
H 8.413 14.135 5.202 0.288
```

Summary:
E_HOMO   -10.5318 eV
Max |F|   7.0 eV/A
SMILES string   C[C@H]1COC(=O)O1.C[C@H]1COC(=O)O1.C[C@H]1COC(=O)O1.C[C@H]1COC(=O)O1.C[C@H]1COC(=O)O1.C[C@H]1COC(=O)O1.C[C@H]1COC(=O)O1.C[C@H]1COC(=O)O1.C[C@H]1COC(=O)O1.C[C@H]1COC(=O)O1.C[C@H]1COC(=O)O1
Charge   0
Energy above the lowest of the compared OMol25 structures with the same formula, charge and spin   7.940 eV
Orbital gap   10.63 eV
Electronic energy   -4199.07558 hartree